DFT (ωB97M-V/def2-TZVPD) results for a cluster of 2 separate species, C5H5NO in total.

DFT total energy (eV): -8797.59827
Energy relative to the best compared isomer or geometry (same formula, charge and spin) (eV): 5.821
E_HOMO (Ha): -0.3234
Total charge: 0
HOMO-LUMO gap (eV): 8.53

Geometry (Å):
1 O 0.213 -0.311 2.327
2 C 1.001 -0.265 1.458
3 C 2.034 -0.316 0.661
4 C 2.388 -0.052 -0.589
5 C -0.738 0.676 -0.701
6 C -1.796 -0.447 -0.441
7 N -1.820 0.918 -0.049
8 H 3.403 -0.226 -0.947
9 H 1.657 0.352 -1.296
10 H -1.590 -1.195 0.326
11 H -2.457 -0.752 -1.252
12 H -2.294 1.618 0.505

Results of the natural (NBO) charge analysis, in e, for atoms 1 through 5: -0.475 0.668 -0.381 -0.229 0.133

DFT (ωB97M-V/def2-TZVPD) results for an isolated molecule of C5H5NO at a distorted geometry.

DFT total energy (eV): -8802.22311
Energy relative to the best compared isomer or geometry (same formula, charge and spin) (eV): 1.196
E_HOMO (Ha): -0.3450
SMILES: N#C[C@H]1C=COC1
Total charge: 0
HOMO-LUMO gap (eV): 10.19

Geometry (Å):
1 O 0.228 -0.640 1.463
2 C -1.052 -0.569 1.007
3 C -1.214 0.125 -0.118
4 C 0.967 0.313 0.689
5 C 0.174 0.491 -0.620
6 C 0.617 -0.443 -1.675
7 N 0.975 -1.189 -2.483
8 H -1.777 -1.114 1.602
9 H -2.137 0.307 -0.651
10 H 1.985 -0.058 0.563
11 H 0.969 1.267 1.232
12 H 0.265 1.510 -1.007

Results of the natural (NBO) charge analysis, in e, for atoms 1 through 5: -0.484 0.162 -0.320 -0.053 -0.376

DFT (ωB97M-V/def2-TZVPD) results for an isolated molecule of C5H5NO.

DFT total energy (eV): -8800.34229
Energy relative to the best compared isomer or geometry (same formula, charge and spin) (eV): 3.077
E_HOMO (Ha): -0.3708
SMILES: C#CC(=O)[C@H]1CN1
Total charge: 0
HOMO-LUMO gap (eV): 10.13

Geometry (Å):
1 O 1.727 -0.743 0.163
2 C 0.512 -0.706 0.206
3 C -0.252 -1.428 1.215
4 C -0.909 -1.970 2.067
5 C -0.283 0.139 -0.735
6 C 0.058 1.591 -0.686
7 N 0.441 0.776 -1.820
8 H -1.480 -2.447 2.834
9 H -1.302 -0.178 -0.941
10 H 0.824 1.890 0.026
11 H -0.729 2.319 -0.866
12 H 1.422 0.510 -1.736

Results of the natural (NBO) charge analysis, in e, for atoms 1 through 5: -0.514 0.494 -0.132 -0.127 -0.194